Record 1
Below is a structure of composition C34H59ClN2O2RhSi at a distorted geometry, with properties calculated with wB97M-V/def2-TZVPD.

- multiplicity = 5
- relative energy (zero: lowest compared OMol25 entry of this formula, charge and spin) (eV) = 3.095
- E_LUMO (alpha / beta) (eV) = -1.96 / -4.05
- frontier orbital gap (alpha / beta) (eV) = 4.783 / 6.561
- strongest force on any atom (eV/A) = 5.02
- net charge = +1
- M (Da) = 694.3

Each line ends with the Mulliken charge.
Atoms and positions in Å:
O  1.82077  -2.29114  -3.49128  -0.231
O  0.78963  -0.84084  -5.02476  0.179
C  3.22344  -2.79023  -3.07058  -0.692
C  3.44747  -2.56056  -1.59695  -0.924
H  3.92469  -2.25064  -3.72103  0.442
H  3.26160  -3.85577  -3.32087  0.527
H  2.99116  -1.62546  -1.26981  -0.011
H  4.51305  -2.54237  -1.35092  0.464
H  3.00886  -3.37655  -1.01479  0.330
C  0.74348  -3.19787  -3.09018  0.374
C  0.28956  -4.02002  -4.27084  -1.281
H  -0.05941  -2.54049  -2.71318  -0.419
H  1.14003  -3.79363  -2.25895  0.479
H  -0.03552  -3.40654  -5.13075  0.251
H  -0.58259  -4.60345  -3.96163  0.459
H  1.08511  -4.71766  -4.58046  0.307
C  -0.59749  -0.56540  -5.71402  -0.663
C  1.88094  -0.81944  -6.06889  -0.243
C  -1.67252  -0.71606  -4.69099  -0.313
H  -0.64383  -1.31310  -6.51264  0.497
H  -0.51190  0.45710  -6.12646  0.521
H  -1.71695  -1.73506  -4.30267  0.232
H  -2.65745  -0.51628  -5.13070  0.610
H  -1.53821  -0.01333  -3.86088  -0.582
C  1.88200  -2.18684  -6.68437  -1.031
H  2.80332  -0.63125  -5.51281  0.175
H  1.64873  -0.00502  -6.77292  0.503
H  2.06954  -2.99288  -5.96224  0.191
H  2.69967  -2.19489  -7.39184  0.513
H  0.94715  -2.39854  -7.21140  0.309
H  1.07779  -1.69496  -4.53897  -0.251
N  -0.53612  -0.21915  1.00330  1.845
C  -1.37303  0.21548  1.94361  1.113
C  -2.09405  1.40658  1.85713  -1.778
C  -2.32254  2.21366  0.73625  1.020
C  -1.55766  -0.67041  3.14890  -1.727
H  -0.59408  -0.99563  3.57306  0.201
H  -2.15983  -1.55946  2.89910  0.202
H  -2.09184  -0.09203  3.91008  0.497
C  -3.44097  3.22020  0.75690  -1.574
H  -4.21033  2.98825  0.00420  0.219
H  -3.07368  4.23905  0.57248  0.157
H  -3.90577  3.19245  1.74592  0.491
N  -1.59632  2.14618  -0.37377  1.812
C  -0.09873  -1.56512  0.92834  -1.558
C  1.07157  -1.97662  1.60379  2.183
C  1.82234  -1.08761  2.54101  -2.485
C  1.50006  -3.28962  1.43504  -0.773
H  2.44019  -3.59699  1.90302  0.474
C  0.72826  -4.19696  0.70948  -0.721
H  1.07749  -5.21956  0.57645  0.453
C  -0.50008  -3.81881  0.17606  -0.901
H  -1.13213  -4.53924  -0.34684  0.471
C  -0.93710  -2.50551  0.28470  1.318
C  -2.29823  -2.11673  -0.19731  -1.773
C  -1.93211  2.88564  -1.54571  -0.834
C  -1.38274  4.17663  -1.74004  1.223
C  -0.70029  4.92680  -0.62824  -1.956
C  -1.48493  4.74327  -3.01078  -0.566
H  -1.01058  5.71257  -3.18287  0.474
C  -2.18169  4.08631  -4.02673  -0.952
H  -2.23033  4.55074  -5.01160  0.400
C  -2.84540  2.88318  -3.78067  -0.941
H  -3.43681  2.39547  -4.56099  0.429
C  -2.78507  2.29472  -2.51716  0.855
C  -3.53908  1.04390  -2.18220  -0.930
Rh  0.24833  1.15395  -0.22252  -0.840
H  2.87089  -0.99532  2.22417  0.425
H  1.84266  -1.50719  3.55911  0.393
H  1.37914  -0.09304  2.62035  0.368
H  -2.31247  -1.09766  -0.60880  -0.028
H  -3.04258  -2.15993  0.61566  0.324
H  -2.63279  -2.81654  -0.97600  0.482
H  0.10278  5.55245  -1.04238  0.425
H  -0.26448  4.27397  0.13968  0.220
H  -1.40597  5.60464  -0.12326  0.450
H  -4.05007  1.12431  -1.21331  0.353
H  -2.87384  0.17213  -2.13175  -0.176
H  -4.29261  0.82709  -2.95042  0.497
H  -2.66083  1.67578  2.74466  0.246
C  0.70508  0.42939  -1.84671  2.989
Si  1.75075  1.61736  -2.91628  0.661
H  -0.20224  0.07908  -2.35713  -1.136
H  1.29466  -0.50018  -1.64919  -1.069
C  3.51400  1.01872  -3.23931  -0.919
C  1.95806  3.27649  -2.03838  -0.874
C  0.96010  2.24051  -4.49703  -0.732
H  1.10261  3.33385  -4.53960  0.612
H  -0.12030  2.06154  -4.51818  -0.300
H  1.41389  1.82034  -5.40373  0.384
H  4.12084  1.09972  -2.31716  0.393
H  3.97171  1.68887  -3.99127  0.356
H  3.58141  -0.01453  -3.61357  -0.129
H  1.17704  3.43715  -1.26912  -0.198
H  1.87336  4.09764  -2.77303  0.427
H  2.95636  3.32162  -1.58127  0.532
Cl  0.93065  2.61397  2.20555  -0.119
C  1.75419  1.81767  0.83547  -0.740
H  2.34091  0.97093  1.21309  0.148
H  2.34673  2.57667  0.31875  0.488

---

Record 2
Below is a cluster of 2 separate species, C34H59FN3O2S in total at a distorted geometry, with properties calculated with wB97M-V/def2-TZVPD.

- E_LUMO (eV) = -3.54
- frontier orbital gap (eV) = 7.196
- strongest force on any atom (eV/A) = 3.20
- net charge = +1
- M (Da) = 592.9

Each line ends with the Mulliken charge.
Atoms and positions in Å:
C  0.68365  -0.93712  -2.85346  0.437
C  1.60578  -1.53980  -2.40696  -1.588
C  2.88283  -2.14728  -1.82742  1.184
S  3.77311  -2.83187  -3.30524  -0.201
N  3.79547  -1.18639  -1.16206  -0.399
C  3.50533  -1.23096  0.27487  0.071
N  3.62804  -0.25395  1.11971  0.314
C  4.07025  1.07547  0.62150  -0.858
C  5.06768  1.82251  1.62511  0.327
C  4.27449  3.03566  2.24774  -0.488
C  5.11179  3.97032  3.20581  -0.985
C  6.65636  4.04647  2.89770  -0.721
C  6.98117  5.05444  1.69447  -0.647
C  7.80613  4.40178  0.52731  -0.420
O  7.53236  5.17353  -0.67454  -0.380
C  8.66776  5.97657  -1.01517  -0.658
C  3.27808  -0.53224  2.53709  -0.792
O  1.89600  -0.82690  2.68248  -0.271
C  1.67165  -1.69369  3.80144  -0.715
N  3.08613  -2.57128  0.62491  -0.219
C  2.77812  -3.23341  -0.68346  -0.904
C  1.65890  -4.34926  -0.75203  -0.741
C  0.46295  -4.09775  0.25739  -0.637
C  -0.08342  -2.61244  0.24900  0.445
C  -1.39735  -2.51472  1.16204  -0.555
C  -2.61157  -3.03901  0.29855  -0.406
C  -3.93254  -2.87448  1.19040  -0.879
C  -5.16867  -2.49416  0.25135  -0.932
C  -4.94859  -0.99476  -0.21680  0.554
C  -5.98116  -0.05235  0.53608  -0.725
C  -6.69472  0.91337  -0.52479  -0.316
C  -7.66908  1.85315  0.33312  -0.695
C  -6.99974  3.29151  0.54558  -0.401
C  -6.62358  3.40756  2.09842  -1.066
H  -0.16618  -0.38602  -3.29863  0.445
H  4.82638  -1.99560  -3.57334  0.206
H  4.76398  -1.53568  -1.15293  0.418
H  4.60063  1.03471  -0.36301  0.397
H  3.13891  1.68320  0.43656  0.366
H  5.44209  1.09181  2.39258  0.445
H  5.95800  2.18261  1.05650  -0.479
H  3.43985  2.58127  2.86546  0.275
H  3.76249  3.57022  1.40496  0.398
H  4.94867  3.74065  4.29309  0.348
H  4.71113  5.01713  3.06098  0.332
H  7.13011  4.52549  3.80459  0.403
H  7.16563  3.05640  2.77802  0.457
H  7.62183  5.89026  2.10304  0.338
H  6.04348  5.56513  1.33282  0.365
H  7.55073  3.33261  0.30755  0.183
H  8.91749  4.45354  0.70803  0.367
H  9.04262  6.62699  -0.18058  0.277
H  8.41372  6.65834  -1.86986  0.231
H  9.49989  5.29722  -1.35537  0.294
H  3.85254  -1.41930  2.94126  0.413
H  3.51670  0.32624  3.21520  0.455
H  2.31477  -2.61790  3.78853  0.305
H  0.60696  -2.05664  3.80772  0.210
H  1.87758  -1.17671  4.78421  0.345
H  3.85285  -3.13785  1.00815  0.448
H  3.72348  -3.83431  -0.86070  0.674
H  2.15634  -5.32083  -0.47001  0.327
H  1.32229  -4.39052  -1.82823  0.326
H  0.76586  -4.37958  1.30529  0.243
H  -0.39229  -4.73621  -0.10581  0.319
H  0.63936  -1.86313  0.65937  0.032
H  -0.42780  -2.37530  -0.79069  -0.228
H  -1.58047  -1.43134  1.38973  0.306
H  -1.31068  -3.13420  2.09641  0.286
H  -2.74227  -2.49852  -0.67227  0.175
H  -2.47168  -4.13949  0.12675  0.273
H  -3.75866  -1.97591  1.84818  0.320
H  -4.14588  -3.80545  1.77148  0.453
H  -6.09028  -2.65155  0.86523  0.435
H  -5.22635  -3.18836  -0.63479  0.310
H  -3.91931  -0.65989  0.10870  0.259
H  -5.04499  -0.86017  -1.32409  -0.509
H  -5.43415  0.59847  1.27347  -0.037
H  -6.79012  -0.59260  1.08896  0.370
H  -7.25220  0.24661  -1.23327  0.243
H  -5.92608  1.51823  -1.07652  0.280
H  -8.61378  1.97599  -0.26981  0.375
H  -7.85244  1.32154  1.30594  0.352
H  -7.79245  4.03956  0.27313  0.322
H  -6.05343  3.41301  -0.03788  0.255
H  -6.46218  4.49239  2.35848  0.343
H  -7.49487  2.98518  2.66491  0.299
H  -5.67210  2.86200  2.33315  0.220
F  -6.58062  -0.50739  -3.23894  -0.155
C  -6.11434  -1.33260  -4.19357  0.392
C  -4.76469  -1.63503  -4.22821  -0.270
C  -4.28473  -2.49144  -5.21125  -0.503
C  -5.15707  -3.02566  -6.15251  -0.515
C  -6.50980  -2.70935  -6.10879  -0.404
C  -6.99343  -1.86201  -5.12030  -0.464
H  -4.09914  -1.20237  -3.49094  0.412
H  -3.23088  -2.74178  -5.24399  0.364
H  -4.78072  -3.69020  -6.92156  0.369
H  -7.18831  -3.12290  -6.84515  0.363
H  -8.04557  -1.61148  -5.06558  0.421